(1)
The following is a DFT calculation (ωB97M-V/def2-TZVPD) of 9 unconnected molecules or ions with the total composition C36H95N5O14 in a non-equilibrium geometry.

Cartesian coordinates (Å):
H -0.690 3.268 0.378
C 3.119 -6.346 1.457
H -3.977 1.518 -0.760
H -5.393 1.816 -1.809
C -1.761 -1.114 5.941
C -2.013 0.553 7.703
O 1.094 -1.120 -2.632
H -2.208 -1.807 -0.170
H -3.005 1.479 3.490
H -2.368 -1.915 6.429
C 2.036 1.409 -5.460
H -3.119 0.906 10.262
H -5.623 -2.038 -3.104
H -2.572 8.840 0.921
H 2.351 1.680 -2.023
H -5.116 -4.328 -3.329
H -2.613 2.349 11.184
H -3.450 2.243 7.844
N -2.200 0.181 6.306
C -3.841 -1.227 -3.753
C 0.983 -3.554 2.475
N -4.886 -2.226 -3.762
H -3.016 -1.599 -3.139
O -1.999 2.334 9.336
C 3.346 1.113 -6.017
H 4.726 1.587 -4.514
H -1.114 3.879 3.238
H 4.957 -7.399 1.146
H -3.270 3.163 3.953
H -2.060 -3.676 -5.171
C 4.101 -0.312 -4.218
C 4.618 -6.397 1.452
H 1.034 -4.756 0.786
C -0.824 7.253 -0.038
C -1.305 0.919 -0.932
H 1.331 1.357 -6.297
O 5.204 -5.494 0.541
H -2.937 0.616 5.747
H -0.600 -1.261 -3.639
O -3.069 -1.013 3.966
C 0.928 3.225 -4.356
H 4.569 1.999 1.670
H 1.748 0.646 -4.697
H 0.741 -5.657 2.286
H -2.433 -4.693 -6.645
O -2.171 7.249 -0.319
H 7.049 -0.485 -1.452
H -3.750 8.645 -0.431
H -0.717 2.191 2.700
H 7.116 -4.928 -0.078
H -2.800 -3.743 0.445
H -3.557 0.846 -3.130
H 3.598 1.885 -6.745
C 1.470 -1.264 2.286
H -1.047 -0.522 4.074
H 4.949 -6.175 2.484
C -0.336 5.851 -0.025
H -3.943 2.482 10.004
H -4.275 2.373 2.832
H 0.293 -0.194 -1.232
C 5.260 -0.661 -3.318
H -0.718 -1.283 6.272
O 1.694 -2.563 1.802
C -1.460 -2.605 -0.305
C 3.006 2.334 -1.444
H 0.903 -1.639 -4.620
O 5.649 0.528 -2.592
H 1.492 1.151 0.272
H 0.620 3.813 1.452
H -0.979 0.350 7.958
N -0.931 5.217 1.137
H 2.812 -7.210 2.023
C -2.703 8.559 -0.128
H -2.758 -2.041 2.226
H -4.575 -5.145 -5.551
C -4.922 1.094 -1.104
H 0.764 5.837 0.069
C -2.986 1.995 10.240
H 2.471 3.277 -1.252
H -0.513 -2.222 0.051
O -2.493 2.890 2.053
H 4.974 -1.410 -2.562
H 7.027 -5.573 1.569
H -3.521 -3.846 -3.505
H -2.056 0.258 -1.421
H 0.917 3.120 -3.262
H -1.876 -2.927 -6.797
H -1.400 -2.889 -1.352
H -2.242 -0.316 2.202
H -1.118 1.728 -1.666
C 1.316 -4.836 1.852
C -1.772 -1.259 4.477
O -4.695 -0.181 -1.752
H 7.745 0.458 -2.816
C 3.383 1.690 -0.097
C -4.512 -3.641 -3.910
H -4.012 -0.760 2.158
H 0.258 -2.822 -3.437
H -0.582 7.705 0.945
C 6.592 -5.635 0.565
H -5.630 0.916 -0.306
H 0.056 2.714 -4.765
H -2.065 9.259 -0.667
H 5.392 2.558 0.196
H -5.639 -3.842 -5.785
H -0.095 -3.447 2.379
C -3.243 2.472 3.119
O -0.102 0.295 -0.498
H 6.891 -6.651 0.131
H 0.875 4.296 -4.624
H -1.939 5.211 1.016
H -2.585 -0.213 8.294
H 3.236 -4.365 1.691
H -1.834 1.282 -0.035
H 3.245 0.205 -6.596
H 3.749 0.656 -0.270
H 1.556 -1.260 3.400
C 4.431 2.441 0.689
O -3.787 -3.279 -6.295
H 1.820 -1.674 -2.331
C -3.026 -1.010 2.548
N 2.683 -5.136 2.068
H 3.898 -1.187 -4.841
H -3.518 -1.031 -4.803
H 7.062 1.229 -1.337
H 6.098 -1.003 -3.974
H -0.653 5.333 -0.955
C -4.339 0.042 -3.101
H 0.447 -0.999 2.022
C -1.166 3.158 2.420
O 2.135 2.727 -4.929
H -0.225 7.805 -0.793
C -2.387 2.005 7.972
C -4.631 -4.079 -5.405
H -1.828 2.618 7.288
H 3.245 -0.190 -3.544
H -5.222 0.447 -3.589
H 2.193 -0.541 1.881
C 6.954 0.415 -2.043
C -2.430 -3.669 -6.219
H 3.884 2.546 -2.031
O -1.840 -3.768 0.464
H 1.221 -3.595 3.553
H 2.703 -6.489 0.437
H 4.027 3.425 0.874
N 4.379 0.830 -5.091
H -1.476 -2.259 4.156
C -0.472 3.843 1.279
C 0.382 -1.763 -3.665
O 2.213 1.575 0.724

Values from the calculation:
relative energy (zero: lowest compared OMol25 entry of this formula, charge and spin): 0.0 kcal per mole
net charge: 0
lowest unoccupied orbital energy: 0.34 eV
total energy: -2755.445782 hartree
gap between HOMO and LUMO: 8.532 eV
highest occupied orbital energy: -8.2 eV
structure (SMILES): COCCNCCOC.COCCNCCOC.COCCNCCOC.COCCNCCOC.COCCNCCOC.CC(C)O.CO.CO.CO

=====

(2)
The following is a DFT calculation (ωB97M-V/def2-TZVPD) of a molecular structure, C36H96N7O15 in a non-equilibrium geometry.

Cartesian coordinates (Å):
H 0.963 -6.164 1.724
H 2.446 -1.715 3.637
H 4.052 -4.119 2.437
H 0.728 0.932 -0.993
H -4.715 -4.638 -0.679
H -2.850 -5.115 -0.340
C -4.499 -0.714 -2.240
H 2.970 -3.198 0.443
H 5.836 3.293 -3.102
C 3.499 -2.677 -1.842
O 1.399 -3.806 -1.540
H 3.225 -5.520 3.221
H 2.833 -0.470 -3.613
H -0.336 1.901 -4.064
C 1.602 1.587 1.333
H -1.482 3.682 -3.032
C -1.603 0.253 -3.512
H -4.452 1.480 -3.007
H -1.439 -0.285 4.919
H 0.204 -0.570 1.697
C 2.718 -1.224 2.703
H -3.287 -0.240 3.395
H -2.921 1.909 -1.218
C 4.823 2.926 -1.153
N 0.870 5.547 2.163
C 1.437 3.795 0.542
H 5.710 2.486 0.784
H -5.211 -0.683 4.556
C -4.761 0.282 4.793
N -2.393 -0.395 5.233
H 4.357 -3.349 -1.856
O 1.004 -2.587 1.786
H -3.504 4.328 -0.888
N 0.245 -2.520 -0.405
H 2.043 1.366 0.362
H -0.535 -6.520 -1.659
H -0.860 1.867 0.273
C -2.831 1.803 4.066
N 3.140 -4.128 0.088
C -5.031 -4.263 -1.652
C 3.117 -4.669 2.549
C 0.988 -0.122 -0.896
H 3.443 0.639 1.527
O 2.761 -2.104 0.535
O -1.655 -0.990 -3.337
C -4.830 -2.181 -2.635
H 2.618 2.705 -1.101
C -3.335 0.379 4.291
H -4.259 -4.602 -2.343
O 0.853 2.710 1.319
H -0.564 -3.032 -0.082
H -2.497 5.706 1.518
H 1.886 -0.178 -0.281
H 0.771 4.774 2.806
H 4.364 2.266 -3.218
C -0.430 -6.242 -0.611
H 0.216 0.941 -2.671
H -5.286 1.077 4.262
C 5.251 2.504 -2.631
H -4.870 0.560 5.841
H -0.716 -7.140 -0.064
C 3.492 2.294 -0.597
H -1.818 4.683 -0.588
C 2.101 -2.014 1.563
H -3.025 -3.914 -1.522
H 6.554 1.842 -0.372
H 0.579 -2.851 -1.299
H -2.787 4.745 2.862
H 2.353 -0.198 2.740
O -1.246 -3.180 1.089
H -2.214 2.218 -3.355
H 1.153 6.037 -1.129
H 0.249 6.328 2.318
C 1.213 6.319 -0.078
H 3.587 -0.826 0.520
H 0.924 0.800 1.665
H -1.373 -1.195 1.352
H 0.724 -4.456 1.235
H 0.472 0.279 -4.245
H -5.685 -2.325 -3.294
H 2.522 3.837 0.628
C -4.617 0.430 -3.252
H 2.424 -3.971 3.019
H -2.370 0.022 6.152
H -2.616 -1.376 5.323
H 4.889 0.322 0.771
H -4.082 4.886 1.783
H -0.591 1.296 -1.391
C -0.597 -0.540 0.958
H -3.600 2.178 3.390
C 2.603 -0.020 -2.647
H -1.366 -4.507 -1.309
O 2.294 -3.886 -3.520
C 1.189 -5.407 0.974
C -1.396 1.745 2.110
O -5.084 -2.891 -1.457
H -2.925 -1.407 -0.900
H 2.697 -4.107 -0.819
H -5.564 0.227 -3.752
C 0.700 5.136 0.735
H 4.150 -4.141 0.107
H -6.002 -4.745 -1.768
H 1.794 5.925 2.320
H -1.012 -1.008 -1.053
H 4.889 4.005 -1.013
H 0.992 -2.762 0.231
C 3.818 0.237 0.586
C -0.136 -1.023 -0.404
H 3.465 -0.026 -1.979
H -1.303 0.765 1.644
H 1.235 3.442 -0.470
H 3.243 -6.011 0.721
H -0.353 4.907 0.572
H 2.483 1.696 1.966
C -2.997 4.778 1.793
C -2.194 2.722 -1.235
N -2.196 3.026 -2.750
H -1.142 -5.445 -0.394
H 3.802 -1.222 2.585
C -0.831 2.163 -0.775
O -2.493 1.120 -3.266
C 2.341 -3.535 -2.323
H -0.073 2.943 -0.840
C -2.000 -3.076 0.105
H 0.688 7.272 -0.020
H -2.907 2.432 4.953
H -3.984 -2.615 -3.168
O -1.517 1.821 3.535
H 3.422 2.548 0.460
H -0.546 2.306 1.722
H -5.221 -0.524 -1.446
O 3.352 0.817 -0.635
N -3.087 -0.635 -1.531
H 3.314 -2.465 -0.789
H -3.203 0.202 -0.979
O 0.903 -5.841 -0.341
H 6.723 3.383 -0.310
N 6.021 2.673 -0.159
C -2.594 3.932 -0.438
H -3.828 0.342 -4.000
H 3.678 -1.758 -2.401
C -2.303 -4.290 -0.797
H 2.272 6.446 0.146
H -2.198 2.371 1.717
C -0.220 0.892 -3.669
O 1.329 -0.552 -2.203
H 2.394 1.016 -2.912
H -3.073 3.414 -3.067
H -1.035 0.455 0.878
O -2.534 3.682 0.952
H -2.225 -0.513 -2.042
O -2.500 -1.996 -0.199
C 2.674 -5.174 1.125
H 5.741 1.535 -2.537

Values from the calculation:
relative energy (zero: lowest compared OMol25 entry of this formula, charge and spin): 683.0 kcal per mole
net charge: +3
lowest unoccupied orbital energy: -7.75 eV
total energy: -2939.016031 hartree
gap between HOMO and LUMO: 4.723 eV
highest occupied orbital energy: -12.5 eV

=====

(3)
The following is a DFT calculation (ωB97M-V/def2-TZVPD) of 12 unconnected molecules or ions with the total composition C36H96O12 in a non-equilibrium geometry.

Cartesian coordinates (Å):
H 5.296 -0.673 15.618
H 2.706 -1.700 11.650
H 6.693 -0.982 20.917
C 7.069 0.023 20.725
H 9.442 -0.278 11.597
H 5.013 -5.353 11.970
C 2.555 3.144 10.317
H 1.998 -3.114 19.421
H 6.734 -5.388 12.489
H 10.556 3.993 12.128
H 10.532 0.049 15.412
H 5.619 -1.341 10.599
O 7.770 -4.367 10.235
O 1.631 5.389 17.464
H 4.646 5.027 17.045
H 7.239 3.870 13.827
H 8.452 4.041 17.841
H 2.979 -4.341 11.591
C 4.782 3.075 11.594
H 7.252 -1.531 18.276
H 5.929 -3.983 10.007
H 3.182 0.611 18.143
H 2.180 6.318 15.676
C 9.473 4.098 12.197
H 6.185 0.660 20.720
C 10.748 0.267 14.365
H 7.013 5.166 12.631
H 7.336 -2.210 9.000
H 5.809 3.427 11.508
C 2.625 2.356 19.417
O 8.612 -1.265 10.214
H 0.930 0.582 18.565
C 4.739 -0.053 14.915
H 9.407 -1.353 9.683
O 6.035 2.874 17.998
C 1.473 5.584 16.064
H 2.521 -0.789 10.210
H 5.039 -5.981 9.340
H 7.723 -3.461 10.552
H 9.716 6.391 14.401
C 2.493 -2.495 18.673
H 2.159 3.879 11.018
O 8.134 1.532 19.134
C 6.454 -4.823 10.461
H 1.292 -3.095 8.951
O 2.230 -3.164 8.758
H 1.883 -1.596 18.585
H 2.641 3.119 17.069
H 1.532 -3.325 15.295
C 2.703 -3.099 17.270
H 3.898 -2.915 9.768
H 11.494 -0.479 14.092
C 7.467 4.908 13.588
H 4.480 2.744 9.481
H 1.512 4.315 14.286
H 2.831 4.028 15.336
C 5.994 -4.892 11.860
H 8.457 -1.761 12.784
H 1.170 -1.898 10.812
H 5.736 0.067 9.582
H 1.327 -4.349 10.937
H 3.471 -2.169 19.029
H 6.178 5.966 16.848
H 8.880 -0.310 19.570
H 1.615 6.265 17.855
H 7.046 5.489 14.409
C 2.380 -4.210 10.690
H 4.055 -1.770 13.607
H 5.132 2.809 17.679
H 2.702 -4.997 10.008
O 3.822 -2.457 16.673
C 0.047 6.039 15.797
O 3.410 -0.012 15.372
H 4.686 1.967 14.276
C 6.098 -6.068 9.581
H 7.458 -0.687 7.173
C 7.902 0.162 19.475
H 4.442 -0.250 12.785
H 2.906 -4.156 17.440
O 3.248 2.377 17.115
C 9.037 4.824 13.414
H 10.175 -2.054 13.165
H 4.391 3.558 12.489
H 6.316 -6.967 10.158
C 5.736 4.988 17.039
C 1.772 4.288 15.345
H 5.133 4.901 9.748
C 7.245 -0.441 18.246
H 10.987 1.316 14.192
H 5.979 4.469 16.112
H 6.557 -5.954 8.600
H -0.145 6.371 14.776
H 7.877 4.078 19.558
H 9.153 4.473 11.224
H 6.211 -0.142 18.073
H 8.962 -1.862 14.525
C 6.327 -0.621 10.186
C 6.286 4.273 18.226
H 1.153 3.494 15.763
H 8.713 0.584 13.910
H 1.009 0.786 16.797
C 4.738 -0.920 13.592
H 0.523 -3.388 16.741
H 2.249 3.371 19.291
H 9.495 4.364 14.289
H 3.371 0.818 15.853
C 1.442 -2.976 16.324
H 3.525 -1.686 16.184
H 7.429 0.694 8.200
H 7.614 0.335 21.617
H 6.694 -0.154 11.100
C 7.521 -1.193 9.348
H 1.267 -1.901 16.297
C 9.525 -0.053 13.558
C 7.887 -0.290 8.093
H 4.776 1.997 11.756
H 6.107 1.130 13.805
H 1.988 1.802 20.106
H 7.310 2.002 18.987
H 5.979 1.363 15.585
C 7.762 4.491 18.556
H 9.023 3.106 12.181
C 9.251 -1.589 13.510
H 5.763 -1.214 13.364
H 3.633 2.304 19.829
H 2.299 2.113 10.561
C 5.430 1.263 14.649
H 6.008 -3.876 12.255
H 0.611 2.149 17.849
H 2.000 3.424 9.422
C 2.666 1.566 18.044
C 2.838 -2.967 10.015
H 8.095 5.524 18.657
O 4.199 4.729 9.885
H -0.607 5.179 15.935
H 8.943 -0.294 7.825
H 7.608 0.067 17.353
H -0.325 6.838 16.439
C 1.224 1.252 17.758
C 2.239 -1.739 10.666
O 9.786 0.357 12.230
O 9.503 6.179 13.489
H 5.710 4.615 19.085
C 4.030 3.379 10.244

Values from the calculation:
relative energy (zero: lowest compared OMol25 entry of this formula, charge and spin): 101.0 kcal per mole
net charge: 0
lowest unoccupied orbital energy: 0.39 eV
total energy: -2331.949734 hartree
gap between HOMO and LUMO: 9.883 eV
highest occupied orbital energy: -9.5 eV
structure (SMILES): CC(C)O.CC(C)O.CC(C)O.CC(C)O.CC(C)O.CC(C)O.CC(C)O.CC(C)O.CC(C)O.CC(C)O.CC(C)O.CC(C)O